{"formula": "C54H34CoF5N4O2P2S2", "method": "ωB97M-V/def2-TZVPD", "e_tot_ha": -5808.71128, "total_charge": 1, "homo_ha": [-0.364, -0.365], "gap_ev": [6.76, 6.74], "multiplicity": 2, "symbols": ["Co", "O", "S", "C", "C", "C", "C", "C", "C", "P", "C", "C", "C", "C", "C", "C", "C", "C", "C", "C", "C", "C", "C", "C", "C", "C", "C", "C", "P", "C", "C", "C", "C", "C", "C", "C", "C", "C", "C", "C", "C", "H", "H", "H", "H", "H", "H", "H", "H", "H", "H", "H", "H", "H", "H", "H", "H", "H", "H", "H", "H", "H", "H", "H", "H", "H", "H", "H", "H", "S", "N", "C", "C", "C", "C", "C", "N", "C", "C", "N", "C", "C", "C", "C", "C", "N", "H", "H", "H", "H", "H", "H", "F", "C", "C", "F", "C", "F", "C", "O", "C", "F", "C", "F"], "xyz": [[0.601, 0.191, -0.003], [0.192, 3.341, 2.719], [-0.431, 2.331, 1.833], [-1.627, 3.263, 0.868], [-2.145, 4.443, 1.393], [-2.937, 5.248, 0.600], [-3.202, 4.889, -0.720], [-2.651, 3.737, -1.250], [-1.842, 2.914, -0.462], [-0.964, 1.506, -1.253], [-2.347, 0.601, -2.036], [-2.149, -0.135, -3.206], [-3.194, -0.850, -3.774], [-4.446, -0.849, -3.174], [-4.646, -0.145, -1.994], [-3.601, 0.571, -1.423], [-0.154, 2.441, -2.604], [-0.636, 2.567, -3.905], [0.049, 3.347, -4.830], [1.214, 4.007, -4.464], [1.682, 3.910, -3.161], [0.997, 3.137, -2.237], [-1.564, 1.347, 2.854], [-2.445, 2.030, 3.681], [-3.240, 1.340, 4.579], [-3.128, -0.039, 4.676], [-2.248, -0.723, 3.853], [-1.460, -0.048, 2.914], [-0.380, -1.032, 1.793], [-1.407, -2.539, 1.562], [-0.862, -3.817, 1.643], [-1.668, -4.936, 1.461], [-3.020, -4.792, 1.188], [-3.570, -3.517, 1.091], [-2.769, -2.403, 1.271], [0.982, -1.724, 2.780], [2.076, -2.219, 2.069], [3.129, -2.827, 2.736], [3.095, -2.938, 4.120], [2.003, -2.453, 4.828], [0.942, -1.856, 4.162], [-1.879, 4.741, 2.399], [-3.334, 6.174, 0.999], [-3.810, 5.529, -1.346], [-2.838, 3.477, -2.285], [-1.173, -0.138, -3.681], [-3.030, -1.412, -4.688], [-5.264, -1.400, -3.624], [-5.625, -0.131, -1.529], [-3.763, 1.112, -0.498], [-1.548, 2.070, -4.207], [-0.339, 3.448, -5.836], [1.747, 4.609, -5.191], [2.578, 4.443, -2.863], [1.338, 3.095, -1.207], [-2.495, 3.110, 3.637], [-3.939, 1.881, 5.204], [-3.730, -0.586, 5.392], [-2.169, -1.799, 3.942], [0.188, -3.954, 1.864], [-1.235, -5.925, 1.552], [-3.644, -5.668, 1.057], [-4.628, -3.393, 0.886], [-3.213, -1.414, 1.205], [2.117, -2.101, 0.991], [3.976, -3.209, 2.178], [3.921, -3.398, 4.646], [1.979, -2.532, 5.909], [0.110, -1.460, 4.730], [3.067, -3.116, -6.374], [3.715, -1.924, -5.511], [2.916, -1.739, -4.479], [3.092, -0.743, -3.439], [4.146, 0.175, -3.405], [4.185, 1.097, -2.388], [3.178, 1.086, -1.426], [2.185, 0.212, -1.439], [2.137, -0.694, -2.428], [1.008, -1.612, -2.398], [0.150, -1.458, -1.373], [-0.945, -2.205, -1.363], [-1.208, -3.190, -2.311], [-0.319, -3.376, -3.340], [0.810, -2.557, -3.404], [1.795, -2.619, -4.467], [1.765, -3.449, -5.491], [4.905, 0.138, -4.177], [4.984, 1.824, -2.318], [3.179, 1.789, -0.608], [-1.648, -2.020, -0.576], [-2.114, -3.778, -2.237], [-0.478, -4.121, -4.110], [5.786, 0.944, 5.261], [4.875, 0.893, 4.287], [3.541, 1.109, 4.557], [3.151, 1.340, 5.811], [2.602, 1.051, 3.549], [1.314, 1.182, 3.900], [2.924, 0.807, 2.205], [2.038, 0.794, 1.220], [4.287, 0.554, 1.996], [4.701, 0.204, 0.762], [5.238, 0.593, 2.994], [6.513, 0.325, 2.707]], "forces_ev_per_a": [[1.21, -1.25, 0.01], [-0.16, -0.08, -0.08], [-0.04, 0.34, 0.22], [0.10, -0.09, -0.22], [0.01, -0.01, 0.01], [-0.07, 0.08, -0.01], [0.00, 0.00, -0.05], [-0.05, -0.04, 0.06], [0.01, -0.10, 0.16], [-0.54, 0.36, -0.25], [0.05, -0.06, -0.01], [-0.05, 0.09, 0.04], [0.04, 0.01, -0.03], [-0.02, -0.04, 0.00], [0.02, 0.03, 0.02], [0.03, -0.06, -0.01], [0.04, -0.14, -0.02], [0.08, 0.01, -0.04], [-0.02, 0.01, 0.04], [-0.02, 0.00, -0.06], [0.02, 0.04, 0.05], [-0.04, 0.05, 0.03], [0.05, -0.12, -0.07], [0.04, 0.05, 0.06], [-0.01, 0.04, -0.01], [-0.02, -0.07, 0.02], [0.03, 0.05, 0.02], [0.06, 0.01, 0.03], [-0.20, 0.41, 0.43], [-0.19, 0.07, 0.11], [-0.05, 0.04, 0.02], [-0.04, 0.01, -0.03], [0.08, -0.05, -0.02], [-0.04, 0.02, -0.03], [-0.09, 0.06, 0.20], [0.06, 0.03, -0.19], [0.04, 0.10, 0.05], [-0.05, -0.03, -0.03], [0.00, 0.01, -0.03], [-0.01, 0.00, 0.10], [0.03, 0.12, 0.03], [0.05, 0.00, -0.05], [0.01, -0.06, -0.02], [-0.01, -0.02, 0.03], [0.03, 0.04, 0.01], [-0.03, -0.05, -0.01], [0.00, 0.06, 0.06], [0.05, 0.05, 0.03], [0.07, -0.04, 0.01], [-0.04, 0.05, -0.05], [0.00, 0.01, 0.00], [0.02, -0.03, 0.03], [-0.04, -0.04, 0.06], [-0.06, -0.02, 0.00], [0.05, -0.01, -0.03], [0.01, -0.07, 0.02], [0.04, -0.03, 0.02], [0.04, 0.02, -0.04], [-0.06, 0.00, -0.04], [0.01, 0.01, 0.03], [-0.01, 0.03, -0.03], [0.02, 0.06, 0.02], [0.07, 0.00, 0.00], [0.03, -0.06, 0.00], [0.03, -0.02, 0.01], [-0.01, 0.05, 0.02], [-0.02, 0.01, 0.00], [0.00, 0.01, -0.08], [0.04, -0.01, -0.01], [0.19, -0.24, -0.47], [-0.02, -0.06, -0.09], [-0.28, 0.02, 0.34], [0.04, -0.01, -0.05], [0.00, -0.09, -0.09], [0.10, 0.02, 0.00], [0.10, -0.03, 0.06], [-0.37, 0.53, 0.14], [0.06, 0.04, 0.02], [-0.03, 0.00, -0.04], [-0.10, 0.19, 0.12], [0.17, -0.04, -0.19], [-0.04, -0.11, -0.07], [0.04, -0.08, -0.10], [0.05, 0.02, -0.02], [0.07, 0.28, 0.34], [0.07, 0.00, -0.08], [-0.03, 0.03, 0.03], [-0.07, -0.05, 0.01], [-0.02, 0.00, 0.07], [-0.06, 0.06, -0.14], [0.04, 0.06, 0.05], [0.01, 0.03, 0.05], [-0.04, -0.01, -0.04], [0.13, 0.00, 0.21], [-0.10, -0.02, 0.12], [-0.05, 0.02, 0.05], [-0.27, -0.05, -0.13], [-0.08, -0.05, 0.00], [-0.32, -0.22, -0.13], [0.24, 0.03, 0.11], [-0.16, -0.08, -0.23], [0.01, 0.01, -0.16], [0.10, -0.01, -0.11], [0.08, 0.01, -0.06]]}